{"formula": "C2H2BrF3O", "method": "ωB97M-V/def2-TZVPD", "species": ["C", "C", "O", "F", "F", "F", "Br", "H", "H"], "xyz": [[-0.504, -0.018, -0.284], [0.699, -0.491, 0.602], [-0.907, 1.189, 0.205], [1.565, -1.279, 0.109], [1.470, 0.594, 0.865], [0.266, -1.040, 1.772], [0.269, 0.271, -2.397], [-1.289, -0.732, -0.550], [-1.568, 1.506, -0.321]], "nbo_charge": [0.136, 0.929, -0.636, -0.283, -0.322, -0.321, -0.209, 0.217, 0.489], "de_lowest_kj_mol": 59.6, "gap_ev": 10.10, "total_energy_ev": -82348.1589, "smiles": "O[C@@H](Br)C(F)(F)F", "multiplicity": 1, "homo_ev": -10.57, "total_charge": 0}


{"formula": "C48H113N3O10", "method": "ωB97M-V/def2-TZVPD", "species": ["C", "C", "C", "O", "H", "H", "H", "H", "H", "H", "H", "H", "C", "C", "C", "O", "H", "H", "H", "H", "H", "H", "H", "H", "C", "C", "C", "O", "H", "H", "H", "H", "H", "H", "H", "H", "C", "C", "C", "O", "H", "H", "H", "H", "H", "H", "H", "H", "C", "C", "C", "O", "H", "H", "H", "H", "H", "H", "H", "H", "C", "C", "C", "O", "H", "H", "H", "H", "H", "H", "H", "H", "C", "C", "C", "O", "H", "H", "H", "H", "H", "H", "H", "H", "C", "C", "C", "C", "C", "C", "N", "O", "C", "C", "C", "H", "H", "H", "H", "H", "H", "H", "H", "H", "H", "H", "H", "H", "H", "H", "H", "H", "H", "H", "C", "C", "C", "C", "C", "C", "N", "O", "C", "C", "C", "H", "H", "H", "H", "H", "H", "H", "H", "H", "H", "H", "H", "H", "H", "H", "H", "H", "H", "H", "C", "C", "C", "C", "C", "C", "N", "O", "C", "C", "C", "H", "H", "H", "H", "H", "H", "H", "H", "H", "H", "H", "H", "H", "H", "H", "H", "H", "H", "H"], "xyz": [[-9.201, -15.066, 7.250], [-8.478, -16.411, 7.610], [-9.191, -17.447, 8.501], [-8.111, -17.000, 6.384], [-9.519, -14.535, 8.147], [-10.192, -15.112, 6.797], [-8.540, -14.474, 6.617], [-7.576, -16.072, 8.119], [-8.523, -18.200, 8.920], [-10.030, -17.864, 7.943], [-9.679, -17.039, 9.387], [-8.857, -17.337, 5.882], [-10.030, -17.543, 0.704], [-10.943, -18.653, 1.306], [-10.525, -20.058, 1.052], [-10.852, -18.383, 2.700], [-10.227, -16.491, 0.912], [-10.131, -17.732, -0.364], [-9.004, -17.655, 1.053], [-11.984, -18.469, 1.041], [-9.606, -20.157, 1.630], [-10.330, -20.190, -0.012], [-11.324, -20.725, 1.373], [-11.640, -17.843, 2.794], [-17.187, -16.628, -1.324], [-17.962, -15.413, -1.461], [-19.403, -15.680, -1.938], [-18.005, -14.839, -0.205], [-16.156, -16.315, -1.161], [-17.344, -17.188, -2.246], [-17.534, -17.124, -0.417], [-17.475, -14.758, -2.183], [-19.524, -16.066, -2.950], [-19.937, -14.733, -2.017], [-20.020, -16.308, -1.295], [-17.324, -14.163, -0.164], [-22.488, -10.746, 3.116], [-21.150, -11.370, 3.369], [-20.470, -11.402, 4.714], [-21.337, -12.729, 3.065], [-22.200, -9.696, 3.066], [-23.234, -11.003, 3.868], [-23.000, -10.948, 2.175], [-20.470, -10.882, 2.671], [-19.780, -12.239, 4.819], [-21.221, -11.452, 5.501], [-19.953, -10.497, 5.034], [-20.552, -12.993, 2.580], [-17.596, -17.747, 5.456], [-16.336, -16.859, 5.533], [-15.281, -17.226, 6.506], [-15.684, -16.898, 4.240], [-18.422, -17.425, 4.822], [-18.091, -18.038, 6.383], [-17.309, -18.746, 5.127], [-16.790, -15.897, 5.770], [-14.380, -16.613, 6.503], [-15.067, -18.267, 6.265], [-15.682, -17.323, 7.515], [-16.362, -16.659, 3.605], [-22.036, -16.990, 9.793], [-22.600, -15.964, 10.737], [-22.503, -16.375, 12.217], [-21.838, -14.750, 10.686], [-21.064, -17.265, 10.203], [-21.816, -16.425, 8.887], [-22.709, -17.848, 9.800], [-23.663, -15.919, 10.503], [-22.759, -17.431, 12.309], [-23.282, -15.888, 12.803], [-21.478, -16.267, 12.572], [-22.410, -14.137, 10.219], [-12.884, -23.995, 6.960], [-11.779, -24.875, 6.429], [-10.868, -24.201, 5.426], [-10.899, -25.338, 7.382], [-13.494, -24.519, 7.696], [-13.489, -23.758, 6.084], [-12.552, -23.051, 7.391], [-12.305, -25.684, 5.921], [-10.600, -23.146, 5.481], [-11.269, -24.376, 4.428], [-9.900, -24.702, 5.434], [-10.659, -24.570, 7.905], [-24.055, -26.870, 11.020], [-23.267, -25.654, 11.592], [-22.059, -26.167, 12.378], [-20.873, -26.607, 11.438], [-20.462, -25.420, 10.695], [-21.549, -24.779, 9.811], [-22.832, -24.699, 10.541], [-23.888, -24.227, 9.759], [-20.992, -23.469, 9.464], [-21.772, -25.548, 8.487], [-24.140, -24.804, 12.540], [-24.128, -27.711, 11.710], [-23.465, -27.296, 10.209], [-25.035, -26.608, 10.623], [-21.835, -25.467, 13.183], [-22.310, -27.128, 12.828], [-21.395, -27.393, 10.892], [-20.039, -27.060, 11.972], [-19.554, -25.664, 10.145], [-20.222, -24.698, 11.475], [-21.539, -22.751, 8.853], [-20.727, -22.934, 10.376], [-20.013, -23.555, 8.991], [-22.323, -24.960, 7.754], [-20.764, -25.671, 8.091], [-22.214, -26.543, 8.548], [-24.312, -25.170, 13.552], [-25.156, -24.725, 12.153], [-23.748, -23.792, 12.636], [-24.298, -24.963, 9.299], [-13.296, -12.418, 11.660], [-13.817, -11.060, 11.192], [-15.088, -10.713, 11.988], [-15.587, -9.211, 11.951], [-14.448, -8.208, 12.225], [-13.144, -8.543, 11.358], [-12.823, -9.957, 11.511], [-11.523, -10.312, 11.136], [-13.145, -8.222, 9.834], [-12.075, -7.728, 12.084], [-14.246, -11.180, 9.746], [-14.031, -13.192, 11.441], [-12.285, -12.627, 11.310], [-13.107, -12.397, 12.733], [-16.039, -11.186, 11.742], [-14.861, -11.083, 12.988], [-15.996, -9.076, 10.950], [-16.463, -9.046, 12.578], [-14.187, -8.538, 13.231], [-14.892, -7.238, 12.447], [-12.689, -7.233, 9.791], [-14.137, -8.293, 9.390], [-12.648, -8.893, 9.133], [-12.070, -7.958, 13.149], [-12.211, -6.648, 12.032], [-11.056, -7.882, 11.728], [-13.365, -11.305, 9.116], [-14.967, -11.983, 9.595], [-14.946, -10.427, 9.386], [-11.204, -10.310, 12.042], [-11.728, -21.216, 16.645], [-12.626, -20.102, 15.973], [-12.950, -20.617, 14.524], [-14.096, -19.812, 13.891], [-15.282, -19.745, 14.785], [-15.062, -19.267, 16.222], [-13.881, -19.987, 16.775], [-13.653, -19.636, 18.091], [-14.904, -17.733, 16.308], [-16.274, -19.767, 17.001], [-11.767, -18.831, 15.824], [-11.196, -20.916, 17.548], [-10.963, -21.440, 15.901], [-12.329, -22.073, 16.951], [-11.989, -20.665, 14.013], [-13.123, -21.692, 14.471], [-14.447, -20.359, 13.016], [-13.773, -18.860, 13.469], [-15.879, -20.657, 14.784], [-16.039, -19.135, 14.293], [-15.129, -17.251, 17.260], [-13.983, -17.233, 16.011], [-15.565, -17.102, 15.715], [-17.202, -19.433, 16.539], [-16.301, -20.856, 17.032], [-16.168, -19.425, 18.031], [-11.767, -18.167, 16.688], [-12.006, -18.369, 14.866], [-10.707, -19.082, 15.821], [-13.925, -20.405, 18.598]], "mulliken_charge": [-1.197, 0.476, -1.150, -0.524, 0.344, 0.309, 0.303, 0.220, 0.282, 0.288, 0.337, 0.313, -1.205, 0.310, -1.196, -0.500, 0.323, 0.356, 0.289, 0.374, 0.340, 0.335, 0.271, 0.302, -1.196, 0.523, -1.397, -0.519, 0.290, 0.345, 0.307, 0.283, 0.387, 0.330, 0.338, 0.311, -1.277, 0.553, -1.123, -0.546, 0.347, 0.301, 0.305, 0.252, 0.282, 0.277, 0.337, 0.291, -1.407, 0.749, -1.293, -0.508, 0.352, 0.360, 0.356, 0.121, 0.301, 0.308, 0.379, 0.282, -1.117, 0.344, -1.215, -0.532, 0.261, 0.300, 0.359, 0.293, 0.332, 0.304, 0.349, 0.321, -1.275, 0.430, -1.236, -0.556, 0.321, 0.343, 0.348, 0.272, 0.326, 0.337, 0.356, 0.334, -1.694, 1.573, -1.225, -0.770, -1.112, 1.671, 0.140, -0.467, -1.933, -1.790, -1.910, 0.389, 0.392, 0.431, 0.414, 0.388, 0.350, 0.370, 0.491, 0.408, 0.388, 0.440, 0.376, 0.460, 0.447, 0.268, 0.372, 0.343, 0.448, 0.341, -1.878, 1.634, -1.120, -0.795, -1.203, 1.584, 0.314, -0.465, -1.573, -2.057, -1.880, 0.375, 0.407, 0.451, 0.337, 0.387, 0.308, 0.484, 0.374, 0.427, 0.396, 0.311, 0.302, 0.454, 0.423, 0.466, 0.364, 0.465, 0.331, 0.377, -1.901, 1.454, -1.323, -0.666, -1.261, 1.719, 0.251, -0.492, -1.670, -2.120, -1.699, 0.368, 0.457, 0.456, 0.435, 0.447, 0.376, 0.348, 0.445, 0.488, 0.365, 0.320, 0.419, 0.387, 0.440, 0.465, 0.377, 0.315, 0.446, 0.352], "de_lowest_kj_mol": 692.7, "gap_ev": 8.28, "total_energy_ev": -76543.5636, "smiles": "CC1(C)CCCC(C)(C)N1O.CC1(C)CCCC(C)(C)N1O.CC1(C)CCCC(C)(C)N1O.CC(C)O.CC(C)O.CC(C)O.CC(C)O.CC(C)O.CC(C)O.CC(C)O", "multiplicity": 1, "homo_ev": -8.15, "total_charge": 0}


{"formula": "C30H38F6NO6P", "method": "ωB97M-V/def2-TZVPD", "species": ["C", "C", "C", "C", "C", "C", "C", "P", "C", "C", "C", "C", "O", "C", "C", "C", "C", "C", "N", "C", "C", "C", "C", "C", "C", "O", "H", "H", "H", "H", "H", "H", "H", "H", "H", "H", "H", "H", "H", "H", "H", "H", "H", "H", "H", "H", "H", "H", "H", "H", "H", "H", "H", "H", "C", "C", "O", "C", "O", "C", "F", "F", "F", "H", "H", "H", "H", "H", "C", "C", "O", "C", "O", "C", "F", "F", "F", "H", "H", "H", "H", "H"], "xyz": [[-0.178, 2.578, -0.897], [0.164, 3.560, -1.481], [0.583, 4.744, -2.216], [1.441, 4.444, -3.469], [1.841, 2.980, -3.624], [0.757, 2.047, -4.076], [0.966, 0.745, -4.331], [2.572, -0.134, -4.305], [3.487, 0.344, -2.778], [2.092, -1.881, -3.920], [2.152, -2.807, -5.136], [-0.211, -0.078, -4.748], [-0.148, -0.945, -5.589], [-1.506, 0.289, -4.094], [-2.541, -0.737, -3.734], [-2.003, -2.082, -3.229], [-1.851, -2.003, -1.694], [-0.732, -2.878, -1.104], [-0.036, -2.186, -0.022], [1.301, -1.893, 0.040], [1.520, -1.207, 1.215], [0.287, -1.074, 1.880], [-0.660, -1.701, 1.090], [-1.699, 1.588, -3.882], [-0.638, 2.541, -4.282], [-0.915, 3.610, -4.777], [-0.547, 1.682, -0.466], [1.135, 5.374, -1.524], [-0.315, 5.297, -2.477], [0.956, 4.832, -4.351], [2.364, 5.011, -3.374], [2.254, 2.659, -2.676], [2.650, 2.942, -4.356], [3.873, 1.344, -2.922], [2.928, 0.276, -1.850], [4.355, -0.306, -2.756], [2.824, -2.216, -3.187], [1.133, -1.903, -3.417], [1.918, -2.277, -6.049], [3.099, -3.328, -5.204], [1.384, -3.573, -5.029], [-3.180, -0.303, -2.972], [-3.184, -0.919, -4.595], [-2.715, -2.863, -3.472], [-1.041, -2.334, -3.654], [-2.777, -2.258, -1.191], [-1.593, -0.973, -1.458], [-0.003, -3.167, -1.851], [-1.142, -3.805, -0.711], [2.000, -2.172, -0.722], [2.461, -0.821, 1.559], [0.090, -0.592, 2.818], [-1.719, -1.805, 1.229], [-2.592, 2.003, -3.442], [2.423, -4.769, 6.719], [1.204, -4.591, 5.841], [0.463, -3.411, 6.212], [0.917, -2.267, 5.725], [1.861, -2.108, 5.012], [-0.007, -1.117, 6.151], [-0.333, -1.184, 7.445], [-1.139, -1.160, 5.428], [0.575, 0.060, 5.930], [2.137, -4.785, 7.771], [2.926, -5.704, 6.477], [3.130, -3.951, 6.580], [0.512, -5.419, 5.973], [1.470, -4.541, 4.786], [-2.213, 2.232, 5.571], [-1.851, 1.871, 4.147], [-2.810, 2.411, 3.216], [-2.646, 3.682, 2.881], [-1.795, 4.424, 3.271], [-3.716, 4.083, 1.851], [-4.925, 3.632, 2.205], [-3.412, 3.563, 0.653], [-3.780, 5.405, 1.731], [-3.230, 1.909, 5.798], [-1.527, 1.753, 6.267], [-2.166, 3.309, 5.726], [-1.885, 0.794, 4.007], [-0.848, 2.210, 3.887]], "mulliken_charge": [0.188, -0.394, -0.943, -1.250, -1.337, 0.818, 1.105, -0.288, -1.150, 0.420, -1.474, -0.235, -0.582, 1.059, -1.623, -0.608, -0.186, -1.114, 0.340, -0.250, -1.115, -0.395, -0.578, -0.744, 0.008, -0.578, 0.478, 0.385, 0.290, 0.394, 0.490, 0.314, 0.729, 0.389, 0.331, 0.457, 0.583, -0.469, 0.386, 0.377, 0.355, 0.377, 0.506, 0.427, 0.296, 0.474, 0.111, 0.546, 0.231, 0.421, 0.502, 0.633, 0.436, 0.450, -1.118, -0.199, -0.324, 0.217, -0.487, 1.056, -0.264, -0.245, -0.244, 0.304, 0.381, 0.318, 0.325, 0.304, -1.301, 0.152, -0.364, 0.326, -0.513, 0.861, -0.254, -0.218, -0.246, 0.335, 0.326, 0.389, 0.182, 0.309], "gap_ev": 7.53, "total_energy_ev": -71092.8049, "smiles": "C#CCCCC1=C(P(C)CC)C(=O)C(CCCCn2cccc2)=CC1=O.CCOC(=O)C(F)(F)F.CCOC(=O)C(F)(F)F", "multiplicity": 1, "homo_ev": -8.16, "total_charge": 0}


- Number 1 is which compound?
  C2H2BrF3O